C11H18 | ωB97M-V with the def2-TZVPD basis set

Properties
Gap between HOMO and LUMO (alpha / beta) = 9.18 / 5.27 eV
Net charge = +1
Energy = -11689.40213 eV
HOMO level (alpha / beta) = -13.7 / -13.7 eV
Spin multiplicity = 2

Geometry as XYZ:
```
29
C11H18 | the Open Molecules 2025 dataset | ωB97M-V with the def2-TZVPD basis set
C -1.13 2.55 -0.32
C -3.02 -0.70 -1.10
C -2.61 0.68 -1.13
C -2.75 -1.40 0.03
C -1.92 1.32 -0.09
C -2.17 -0.77 1.16
C -1.74 0.59 1.06
H -3.59 -1.15 -1.89
H -2.71 1.12 -2.11
H -2.84 -2.48 0.10
H -2.04 -1.47 1.98
H -1.29 3.32 0.43
H -1.43 3.12 -1.21
H -1.40 1.01 1.99
H -0.06 2.37 -0.42
C 1.86 -0.41 -0.12
C 3.28 0.01 -0.63
C 1.84 -1.93 -0.18
C 1.68 0.16 1.23
H 1.21 -0.01 -0.91
H 4.01 -0.34 0.10
H 2.77 -2.36 0.20
H 0.97 -2.38 0.33
H 1.63 -2.36 -1.17
H 2.26 -0.42 1.95
H 1.70 1.23 1.41
H 3.38 1.10 -0.70
H 3.48 -0.43 -1.61
H 0.64 0.03 1.62
```